1.
Computed, not measured: C5H10O2 as an isolated structure, with ωB97M-V/def2-TZVPD.

```
17
C5H10O2 (ωB97M-V/def2-TZVPD)
C 0.448 -1.055 0.121
H -0.961 -1.323 -1.156
C 0.574 1.486 -0.590
H 0.801 -1.260 2.245
C -0.117 0.377 0.208
H -1.282 2.664 -0.428
H 1.522 -0.957 -0.095
O -0.120 -1.763 -0.958
O -1.341 0.572 -0.541
H -0.291 0.661 1.256
H 1.146 2.233 -0.035
H -1.047 2.002 -2.078
H 0.785 -2.792 1.347
H -0.744 -1.959 1.699
C -0.849 1.844 -1.015
C 0.308 -1.813 1.434
H 1.169 1.082 -1.414
```

- ΔE to the lowest compared entry with this formula, charge and spin: 49.19 kcal per mole
- Strongest force on any atom: 0.4 eV/Å
- Net charge: 0
- E_tot: -346.9470 Ha
- HOMO level: -0.3656 hartree
- HOMO-LUMO gap: 10.993 eV



2.
Computed, not measured: an isolated molecule of C5H10O2, with ωB97M-V/def2-TZVPD.

```
17
C5H10O2 (ωB97M-V/def2-TZVPD)
H -1.631 -0.864 1.696
O 0.330 -1.472 2.036
H -1.716 1.638 -0.292
C 1.104 0.025 -0.286
H 1.310 2.024 -1.124
H 1.539 0.731 -2.326
C -0.210 0.231 0.476
O -0.399 1.026 -1.774
H -0.071 1.000 1.246
H 1.984 0.189 0.340
H 1.153 -0.999 -0.677
C 0.977 1.019 -1.432
C -0.688 -1.041 1.152
H 0.298 -2.431 2.102
H -1.916 -0.019 -0.894
H -0.891 -1.796 0.375
C -1.172 0.741 -0.617
```

- ΔE to the lowest compared entry with this formula, charge and spin: 35.51 kcal per mole
- Strongest force on any atom: 0.4 eV/Å
- Net charge: 0
- E_tot: -346.9688 Ha
- HOMO level: -0.3529 hartree
- HOMO-LUMO gap: 10.484 eV



3.
Computed, not measured: a 2-piece molecular cluster, C5H10O2 overall at a distorted geometry, with ωB97M-V/def2-TZVPD.

```
17
C5H10O2 (ωB97M-V/def2-TZVPD)
H 3.362 0.732 -0.623
C 1.704 -0.388 0.178
H -2.445 -0.230 0.918
C -2.158 -0.607 -0.071
H -2.213 -1.701 -0.071
H -2.903 -0.220 -0.775
C -0.784 -0.083 -0.488
H 0.142 -1.533 0.940
C 0.392 -0.698 0.281
H -0.566 -0.433 -1.510
H -0.034 1.651 -0.829
O 1.645 1.536 -1.265
H 2.422 -0.937 0.785
H 0.384 0.517 1.727
O -0.867 1.314 -0.445
H -0.337 0.383 1.861
C 2.258 0.699 -0.614
```

- ΔE to the lowest compared entry with this formula, charge and spin: 83.26 kcal per mole
- Strongest force on any atom: 1.2 eV/Å
- Net charge: 0
- E_tot: -346.8927 Ha
- HOMO level: -0.3566 hartree
- HOMO-LUMO gap: 9.525 eV



4.
Computed, not measured: C5H10O2 as an isolated structure, with ωB97M-V/def2-TZVPD.

```
17
C5H10O2 (ωB97M-V/def2-TZVPD)
H -2.199 -1.205 -0.562
O 0.937 -1.241 1.025
H 2.229 -0.107 -1.611
H 1.389 0.816 1.068
H -2.202 1.234 -0.992
H 0.639 2.409 -0.687
C -1.779 0.832 -0.047
O -1.037 1.515 0.623
H -1.545 -0.953 1.096
H 1.220 2.422 -1.153
C 0.962 -1.462 -0.337
H 0.387 -2.272 -0.776
C 1.853 -0.124 0.763
H 2.804 -0.292 1.276
H -3.242 -0.530 0.691
C 1.792 -0.483 -0.699
C -2.208 -0.559 0.323
```

- ΔE to the lowest compared entry with this formula, charge and spin: 102.32 kcal per mole
- Strongest force on any atom: 0.6 eV/Å
- Net charge: 0
- E_tot: -346.8624 Ha
- HOMO level: -0.3282 hartree
- HOMO-LUMO gap: 10.004 eV



5.
Computed, not measured: an isolated molecule of C5H10O2, with ωB97M-V/def2-TZVPD.

```
17
C5H10O2 (ωB97M-V/def2-TZVPD)
H 0.332 -0.348 1.849
C 1.306 1.337 -0.996
H -0.099 1.561 0.611
C -0.026 1.062 -0.349
H -1.381 -0.623 -0.588
H 0.276 -0.990 -0.944
O 1.303 1.027 -2.398
H 0.527 -1.903 1.110
O -2.336 -0.668 1.962
H 0.756 0.233 -2.536
H 1.513 2.401 -0.954
C -1.449 -1.457 1.778
H 2.141 0.808 -0.511
C -0.132 -1.040 1.141
C -0.370 -0.439 -0.252
H -0.793 1.564 -0.949
H -1.568 -2.524 2.026
```

- ΔE to the lowest compared entry with this formula, charge and spin: 41.67 kcal per mole
- Strongest force on any atom: 0.9 eV/Å
- Net charge: 0
- E_tot: -346.9590 Ha
- HOMO level: -0.3655 hartree
- HOMO-LUMO gap: 10.769 eV



6.
Computed, not measured: an isolated molecule of C5H10O2, with ωB97M-V/def2-TZVPD.

```
17
C5H10O2 (ωB97M-V/def2-TZVPD)
H 2.323 0.816 0.911
H 0.034 1.649 1.060
H -2.254 0.927 0.944
O 2.513 -0.128 0.897
H -2.155 1.793 -0.607
C 0.162 -0.422 0.299
H -0.053 -0.758 1.321
O -1.969 -0.245 -0.737
H 0.251 1.514 -0.701
C -1.738 0.962 -0.026
H 1.837 -0.444 -1.053
C -0.816 -1.072 -0.683
H 1.798 -1.813 0.073
H -0.373 -1.134 -1.690
H -1.109 -2.083 -0.378
C 1.618 -0.735 -0.011
C -0.227 1.057 0.176
```

- ΔE to the lowest compared entry with this formula, charge and spin: 35.15 kcal per mole
- Strongest force on any atom: 0.4 eV/Å
- Net charge: 0
- E_tot: -346.9694 Ha
- HOMO level: -0.3562 hartree
- HOMO-LUMO gap: 10.596 eV



7.
Computed, not measured: an isolated molecule of C5H10O2, with ωB97M-V/def2-TZVPD.

```
17
C5H10O2 (ωB97M-V/def2-TZVPD)
H 0.224 -0.438 -2.035
C -1.811 0.764 0.389
C 1.736 0.999 0.427
H -1.096 1.294 1.023
H -1.892 -0.885 -0.992
C 0.533 -1.546 -0.117
H 2.609 0.334 0.372
C 0.220 -0.290 -0.951
C -1.177 -0.423 -0.293
O -0.682 -1.418 0.627
H 0.552 -2.461 -0.724
H 1.187 0.786 1.357
H -2.204 1.467 -0.353
H 2.100 2.028 0.451
H -2.641 0.420 1.014
O 0.929 0.904 -0.725
H 1.415 -1.537 0.529
```

- ΔE to the lowest compared entry with this formula, charge and spin: 60.89 kcal per mole
- Strongest force on any atom: 0.4 eV/Å
- Net charge: 0
- E_tot: -346.9284 Ha
- HOMO level: -0.3527 hartree
- HOMO-LUMO gap: 10.604 eV



8.
Computed, not measured: an isolated molecule of C5H10O2, with ωB97M-V/def2-TZVPD.

```
17
C5H10O2 (ωB97M-V/def2-TZVPD)
H 0.655 -1.600 -0.581
H 0.920 -1.330 1.152
H -2.567 1.698 0.600
O 0.424 0.358 0.058
H 2.983 0.004 0.622
C -0.960 0.283 0.291
H -1.322 2.243 -0.552
H -1.175 -0.259 1.228
H -0.976 2.248 1.189
C 1.079 -0.894 0.152
H 3.091 -1.639 -0.050
C 2.557 -0.686 -0.113
H 2.710 -0.264 -1.110
C -1.494 1.709 0.389
O -2.773 -1.035 -0.583
H -1.410 -0.385 -1.873
C -1.742 -0.449 -0.818
```

- ΔE to the lowest compared entry with this formula, charge and spin: 38.19 kcal per mole
- Strongest force on any atom: 0.7 eV/Å
- Net charge: 0
- E_tot: -346.9646 Ha
- HOMO level: -0.3536 hartree
- HOMO-LUMO gap: 10.622 eV



9.
Computed, not measured: an isolated molecule of C5H10O2, with ωB97M-V/def2-TZVPD.

```
17
C5H10O2 (ωB97M-V/def2-TZVPD)
H 1.748 -0.867 -2.122
H -2.159 -0.670 0.053
C -1.385 0.102 0.035
H -2.646 1.202 -0.999
H 0.541 2.329 0.216
C -0.611 0.391 1.327
H 1.318 -2.400 -1.337
C 1.406 -1.314 -1.187
O -1.928 1.323 -0.369
O 0.796 1.554 -0.300
C 0.204 -0.696 -0.374
H -0.900 1.304 1.855
H 2.261 -1.217 -0.487
C 0.687 0.406 0.533
H 1.640 0.257 1.052
H -0.610 -0.451 2.025
H -0.156 -1.569 0.159
```

- ΔE to the lowest compared entry with this formula, charge and spin: 93.18 kcal per mole
- Strongest force on any atom: 0.7 eV/Å
- Net charge: 0
- E_tot: -346.8769 Ha
- HOMO level: -0.3329 hartree
- HOMO-LUMO gap: 9.860 eV



10.
Computed, not measured: an isolated molecule of C5H10O2, with ωB97M-V/def2-TZVPD.

```
17
C5H10O2 (ωB97M-V/def2-TZVPD)
H 1.380 1.174 1.270
H 2.097 -0.476 -1.133
C -0.252 -0.215 0.812
C -2.337 -0.223 -0.271
H -0.868 0.215 1.601
H -2.905 -0.786 0.485
H 1.156 -1.159 2.265
H -2.766 -0.422 -1.254
H 2.503 1.210 -0.818
C 0.947 -1.004 1.210
H 1.191 -1.845 0.565
C 1.112 0.370 0.590
O 0.749 0.972 -1.772
C 1.675 0.493 -0.823
H -2.423 0.852 -0.059
O -0.988 -0.642 -0.310
H -0.014 0.376 -1.700
```

- ΔE to the lowest compared entry with this formula, charge and spin: 61.94 kcal per mole
- Strongest force on any atom: 0.4 eV/Å
- Net charge: 0
- E_tot: -346.9267 Ha
- HOMO level: -0.3469 hartree
- HOMO-LUMO gap: 10.456 eV



11.
Computed, not measured: an isolated molecule of C5H10O2, with ωB97M-V/def2-TZVPD.

```
17
C5H10O2 (ωB97M-V/def2-TZVPD)
O 1.479 -0.691 0.364
C 0.208 -1.462 -1.975
H 0.825 -0.164 2.273
H -0.988 1.938 2.325
H 1.158 -1.869 -2.323
O -0.608 0.303 -0.626
H -2.166 1.040 1.342
H -0.460 -1.306 -2.830
C -1.256 1.665 1.296
H -1.517 2.598 0.784
C -0.059 1.015 0.654
H 1.936 0.179 0.305
H 1.200 0.512 -1.545
C 0.387 -0.164 -1.266
C 0.412 -0.282 1.267
H -0.285 -1.139 1.254
H -0.268 -2.175 -1.298
```

- ΔE to the lowest compared entry with this formula, charge and spin: 118.11 kcal per mole
- Strongest force on any atom: 0.4 eV/Å
- Net charge: 0
- E_tot: -346.8372 Ha
- HOMO level: -0.2576 hartree
- HOMO-LUMO gap: 7.866 eV



12.
Computed, not measured: an isolated molecule of C5H10O2, with ωB97M-V/def2-TZVPD.

```
17
C5H10O2 (ωB97M-V/def2-TZVPD)
H -1.329 -0.791 -0.932
H 1.107 0.723 -1.998
O 0.546 -1.222 -0.149
H 0.619 -1.912 1.791
C -0.615 -0.072 1.525
H 0.483 -0.799 -2.682
H -1.544 -0.654 1.508
O 0.526 1.720 0.328
H 1.523 -0.420 1.512
C 0.591 -0.965 1.248
C 0.216 0.104 -2.124
H -0.554 0.480 2.466
C -0.354 -0.296 -0.781
H -1.451 1.402 0.098
H 1.309 1.234 0.627
C -0.551 0.805 0.271
H -0.524 0.662 -2.709
```

- ΔE to the lowest compared entry with this formula, charge and spin: 31.34 kcal per mole
- Strongest force on any atom: 0.4 eV/Å
- Net charge: 0
- E_tot: -346.9755 Ha
- HOMO level: -0.3557 hartree
- HOMO-LUMO gap: 10.620 eV